# 1
{"formula": "C25H32N2O4", "method": "the ωB97M-V functional and the def2-TZVPD basis", "e_homo_ev": -8.29, "smiles": "COc1cccc(CN2CCC(Oc3ccc(C(=O)N4CCCCC4)cc3)CC2)c1O", "e_lumo_ha": 0.027, "de_lowest_ev": 2.0159, "molar_mass_g_mol": 424.541, "homo_lumo_gap_ha": 0.3314, "energy_ha": -1382.32656, "symbols": ["C", "O", "C", "C", "C", "C", "C", "C", "N", "C", "C", "C", "O", "C", "C", "C", "C", "C", "O", "N", "C", "C", "C", "C", "C", "C", "C", "C", "C", "C", "O", "H", "H", "H", "H", "H", "H", "H", "H", "H", "H", "H", "H", "H", "H", "H", "H", "H", "H", "H", "H", "H", "H", "H", "H", "H", "H", "H", "H", "H", "H", "H", "H"], "coordinates": [[-10.188705, -0.571742, 0.068080], [-9.014021, -0.291417, -0.649351], [-7.867136, -0.015154, 0.066792], [-7.760560, -0.001882, 1.445031], [-6.538976, 0.293999, 2.034167], [-5.436749, 0.575816, 1.255864], [-5.524401, 0.563103, -0.131623], [-4.325090, 0.884354, -0.982204], [-3.102812, 0.376835, -0.383963], [-3.044916, -1.071784, -0.433950], [-1.859598, -1.580247, 0.378431], [-0.560208, -0.990872, -0.166086], [0.486745, -1.433008, 0.682844], [1.782631, -1.310291, 0.298709], [2.229600, -0.864119, -0.941390], [3.586592, -0.793485, -1.204288], [4.522230, -1.138574, -0.241015], [5.978740, -1.094871, -0.577189], [6.440445, -1.775813, -1.476561], [6.752320, -0.291364, 0.193134], [6.265115, 0.726212, 1.093681], [6.548359, 2.118561, 0.521779], [8.041017, 2.279518, 0.246861], [8.514049, 1.165563, -0.683417], [8.171687, -0.195659, -0.079780], [4.074730, -1.608114, 0.991926], [2.726103, -1.694327, 1.256616], [-0.684685, 0.534422, -0.171016], [-1.912444, 0.953066, -0.973462], [-6.743740, 0.267666, -0.728016], [-6.858979, 0.251343, -2.086744], [-10.957972, -0.748871, -0.682221], [-10.074927, -1.466138, 0.688651], [-10.483916, 0.273590, 0.697546], [-8.613902, -0.217753, 2.067780], [-6.461736, 0.303609, 3.110572], [-4.482804, 0.802415, 1.703492], [-4.487199, 0.491304, -1.999239], [-4.235842, 1.973332, -1.057473], [-3.973455, -1.464414, -0.014729], [-2.959686, -1.432264, -1.477110], [-1.969266, -1.272215, 1.418223], [-1.816325, -2.669167, 0.343587], [-0.397941, -1.361506, -1.189173], [1.536044, -0.578426, -1.716299], [3.926106, -0.458908, -2.173350], [5.194753, 0.597194, 1.253905], [6.780736, 0.615400, 2.055901], [6.203789, 2.876531, 1.226878], [5.989862, 2.238467, -0.409037], [8.237445, 3.255120, -0.201394], [8.591529, 2.225522, 1.189453], [9.590609, 1.232556, -0.845226], [8.016608, 1.258925, -1.650659], [8.427629, -1.002031, -0.768999], [8.717177, -0.335761, 0.860786], [4.790521, -1.915646, 1.740549], [2.366916, -2.060194, 2.205622], [-0.796531, 0.871022, 0.860711], [0.211074, 0.997189, -0.588094], [-2.005969, 2.041791, -0.950723], [-1.786390, 0.642917, -2.028912], [-7.774291, 0.018697, -2.294898]], "forces_ev_per_angstrom": [[-0.3, -0.1, 0.1], [0.7, 0.2, -0.1], [-0.1, 0.0, -0.2], [-0.2, -0.1, -0.1], [0.1, 0.0, 0.1], [-0.1, 0.0, 0.0], [-0.3, 0.0, -0.3], [0.0, 0.0, -0.1], [0.0, 0.1, -0.1], [0.1, -0.2, 0.2], [0.2, 0.0, -0.3], [-0.4, 0.3, 0.0], [0.1, -0.1, 0.1], [0.3, 0.0, 0.1], [-0.4, 0.0, 0.0], [0.3, 0.0, 0.2], [-0.2, -0.1, -0.1], [-0.1, -0.1, 0.1], [0.0, -0.1, -0.3], [0.2, 0.0, 0.2], [-0.3, 0.4, 0.0], [0.2, -0.1, 0.3], [-0.2, 0.0, -0.3], [0.0, 0.0, 0.3], [0.3, -0.2, -0.4], [0.0, 0.1, -0.2], [-0.2, 0.0, 0.0], [0.1, -0.2, -0.2], [0.2, 0.1, 0.2], [-0.1, 0.0, 0.2], [0.0, 0.0, 0.0], [0.0, 0.0, 0.1], [0.0, 0.0, 0.0], [0.0, 0.0, 0.0], [-0.1, 0.0, 0.0], [0.0, 0.0, 0.1], [0.1, 0.0, 0.1], [0.1, 0.1, 0.1], [0.0, -0.1, -0.1], [0.1, -0.1, -0.1], [-0.1, 0.0, 0.0], [0.0, 0.0, 0.1], [0.0, 0.0, 0.0], [0.0, 0.0, 0.1], [-0.1, 0.0, 0.0], [0.0, 0.0, -0.1], [0.2, 0.0, 0.1], [-0.1, 0.0, 0.0], [-0.1, 0.0, 0.0], [-0.1, 0.0, 0.0], [0.1, 0.0, 0.1], [0.1, 0.0, 0.1], [0.0, 0.0, -0.1], [0.0, 0.0, -0.1], [0.0, 0.1, 0.2], [0.0, 0.0, 0.0], [0.1, 0.0, 0.1], [0.0, 0.0, 0.1], [0.0, 0.0, 0.0], [0.0, 0.0, 0.0], [0.0, -0.1, -0.1], [0.0, 0.1, 0.0], [0.0, 0.0, 0.0]]}



# 2
{"formula": "C25H32N3O", "method": "the ωB97M-V functional and the def2-TZVPD basis", "e_homo_ev": -9.62, "e_lumo_ha": -0.148, "de_lowest_ev": 4.4055, "molar_mass_g_mol": 390.551, "total_charge": 1, "homo_lumo_gap_ha": 0.2056, "energy_ha": -1210.95989, "symbols": ["C", "C", "C", "N", "C", "C", "O", "C", "C", "H", "H", "H", "H", "H", "H", "H", "H", "H", "H", "H", "H", "H", "C", "N", "C", "C", "C", "C", "C", "C", "C", "C", "C", "C", "C", "C", "C", "N", "C", "C", "C", "C", "H", "H", "H", "H", "H", "H", "H", "H", "H", "H", "H", "H", "H", "H", "H", "H", "H", "H", "H"], "coordinates": [[-2.163933, -1.651525, 0.820775], [-1.622042, -0.370283, 0.247245], [-2.462479, 0.798863, 0.405954], [-3.585556, 1.182070, -0.269096], [-4.114211, 2.525270, 0.081453], [-5.396550, 2.962382, -0.642770], [-5.453947, 2.456432, -1.974685], [-5.434522, 1.031395, -1.978302], [-4.100535, 0.468913, -1.433426], [-3.263059, -1.782850, 0.736137], [-1.706096, -2.517331, 0.336790], [-1.968877, -1.731533, 1.922595], [-1.194316, -0.475436, -0.763846], [-2.264287, 1.482051, 1.275101], [-4.328431, 2.570108, 1.160608], [-3.348483, 3.288236, -0.153861], [-6.281532, 2.634676, -0.061257], [-5.425865, 4.057269, -0.765338], [-6.289931, 0.638426, -1.391165], [-5.587430, 0.785976, -3.042857], [-3.383460, 0.529956, -2.273961], [-4.269419, -0.594945, -1.206526], [3.730229, 5.120273, -0.567568], [3.760617, 3.737786, -1.031646], [4.754085, 3.523384, -2.070076], [2.881587, 2.749325, -0.656824], [2.755577, 1.549216, -1.396133], [1.935244, 0.521428, -0.958593], [1.158334, 0.597034, 0.228402], [0.339268, -0.563729, 0.697706], [1.061084, -1.826319, 0.700105], [0.767458, -2.944427, 1.605388], [-0.036333, -3.070306, 2.750734], [-0.318990, -4.366469, 3.231774], [0.237149, -5.512231, 2.636679], [1.148682, -5.392138, 1.572112], [1.411812, -4.093050, 1.120530], [2.257284, -3.704231, 0.077063], [3.135932, -4.591906, -0.679609], [2.145092, -2.353641, -0.094461], [1.268980, 1.819032, 0.937262], [2.051746, 2.883903, 0.499170], [3.098608, 5.225907, 0.312123], [4.753554, 5.429212, -0.321941], [3.352092, 5.783574, -1.360526], [5.247350, 2.559604, -1.955960], [4.323778, 3.564463, -3.075151], [5.510087, 4.304973, -1.988807], [3.305833, 1.460313, -2.334144], [1.877656, -0.361367, -1.574473], [-0.046139, -0.363364, 1.727876], [-0.425388, -2.173723, 3.216497], [-1.006048, -4.463637, 4.081755], [-0.039390, -6.502883, 3.029936], [1.609048, -6.268641, 1.117109], [2.883035, -5.634511, -0.438549], [3.008376, -4.434616, -1.762213], [4.194471, -4.416794, -0.429090], [2.817717, -1.865161, -0.766052], [0.698367, 1.959124, 1.851835], [2.037116, 3.826471, 1.038189]], "forces_ev_per_angstrom": [[-1.1, -0.6, 1.1], [2.4, -1.5, -2.6], [-2.1, 1.6, 0.2], [3.2, -0.7, 1.7], [-0.1, 1.3, 0.2], [-0.4, -0.5, -0.5], [0.3, -0.3, 0.7], [-0.4, 0.6, 0.2], [-0.4, -0.5, -1.6], [0.4, 0.2, -0.2], [0.1, 0.2, 0.1], [-0.1, 0.2, -1.0], [-1.5, 0.0, -0.3], [-0.2, -0.4, -0.8], [0.3, -0.2, -0.3], [-0.1, -0.6, 0.1], [0.2, 0.1, -0.4], [0.1, -0.5, 0.4], [0.3, 0.2, -0.2], [0.3, -0.4, 0.6], [0.0, 0.0, 0.6], [0.4, 0.4, 0.1], [-0.2, -0.3, 0.0], [0.3, 0.1, 0.0], [-0.3, -0.2, 0.0], [-0.4, 0.3, 0.5], [0.2, 0.3, 0.1], [-0.6, 0.4, 0.5], [0.5, 0.8, -0.9], [-0.3, 2.8, 3.2], [1.1, -2.4, -0.6], [-0.7, 0.1, -0.3], [0.0, -1.2, -0.2], [0.0, 1.1, 0.1], [0.4, -0.1, -0.5], [-0.6, 0.2, 0.8], [0.4, -0.4, -0.6], [0.0, 0.5, 0.6], [0.2, 0.0, 0.0], [-2.3, 0.1, 0.5], [-0.3, -0.1, -0.5], [0.2, -0.5, -0.5], [0.2, 0.1, -0.1], [-0.3, 0.0, 0.1], [0.0, -0.1, 0.2], [0.0, -0.1, 0.1], [0.0, 0.1, -0.1], [-0.1, -0.1, 0.0], [-0.2, -0.2, 0.3], [-0.2, 0.0, -0.1], [1.0, -0.1, -0.5], [-0.2, -0.2, 0.1], [0.4, -0.1, -0.3], [0.2, 0.6, -0.3], [-0.1, 0.2, 0.2], [0.1, 0.5, -0.1], [-0.1, -0.1, 0.4], [-0.4, -0.1, 0.0], [0.0, 0.1, -0.3], [0.0, -0.1, 0.0], [0.0, -0.4, 0.1]]}



# 3
{"formula": "C25H32N4O", "method": "the ωB97M-V functional and the def2-TZVPD basis", "e_homo_ev": -8.14, "smiles": "CCn1cc(/C=N\\N=C2\\CC[C@@H]3[C@H]4CCc5cc(O)ccc5[C@H]4CC[C@]23C)c(C)n1", "e_lumo_ha": 0.027, "de_lowest_ev": 2.2995, "molar_mass_g_mol": 404.558, "homo_lumo_gap_ha": 0.3266, "energy_ha": -1266.08362, "symbols": ["C", "C", "N", "C", "C", "C", "N", "N", "C", "C", "C", "C", "C", "C", "C", "C", "C", "C", "O", "C", "C", "C", "C", "C", "C", "C", "C", "C", "C", "N", "H", "H", "H", "H", "H", "H", "H", "H", "H", "H", "H", "H", "H", "H", "H", "H", "H", "H", "H", "H", "H", "H", "H", "H", "H", "H", "H", "H", "H", "H", "H", "H"], "coordinates": [[-4.717733, -3.825763, 1.157787], [-5.825565, -2.918910, 0.625593], [-5.305620, -1.640915, 0.223648], [-4.701220, -1.325936, -0.935457], [-4.282032, -0.008373, -0.837661], [-3.562900, 0.726483, -1.862539], [-2.608337, 1.553550, -1.721018], [-2.129495, 2.085732, -0.646322], [-1.092996, 1.803037, 0.016667], [-0.580350, 2.714015, 1.094929], [0.500289, 1.888566, 1.789808], [1.052054, 0.961208, 0.698377], [2.075038, 1.627474, -0.232837], [3.246617, 2.303326, 0.478393], [4.005958, 1.311018, 1.345826], [4.422385, 0.114962, 0.538901], [5.472554, -0.670177, 1.000303], [5.921427, -1.766464, 0.283225], [6.947505, -2.551271, 0.719034], [5.316687, -2.072898, -0.930724], [4.271943, -1.296654, -1.383700], [3.792688, -0.206199, -0.660168], [2.629041, 0.584063, -1.221183], [1.511326, -0.372130, -1.685937], [0.137734, 0.278582, -1.585069], [-0.203884, 0.578020, -0.117796], [-0.915467, -0.626027, 0.513534], [-4.712449, 0.394362, 0.455038], [-4.642865, 1.739148, 1.080256], [-5.320064, -0.608084, 1.064345], [-4.229653, -3.354445, 2.007107], [-3.972322, -4.009784, 0.387220], [-5.135040, -4.777249, 1.475357], [-6.563662, -2.731317, 1.408192], [-6.319102, -3.384927, -0.232287], [-4.594587, -2.034076, -1.733230], [-3.825850, 0.509993, -2.891791], [-0.156515, 3.613816, 0.642110], [-1.373498, 3.032082, 1.772476], [0.050142, 1.284307, 2.579687], [1.264479, 2.511072, 2.248791], [1.507190, 0.072233, 1.140951], [1.550235, 2.399122, -0.805674], [2.904351, 3.147923, 1.078008], [3.923737, 2.699135, -0.283205], [3.379256, 0.989491, 2.182724], [4.892161, 1.787720, 1.772768], [5.950979, -0.411654, 1.937655], [7.274821, -2.216210, 1.562222], [5.678890, -2.914277, -1.499194], [3.818824, -1.542780, -2.331743], [3.000722, 1.129980, -2.098526], [1.524363, -1.272425, -1.068074], [1.687170, -0.679854, -2.717531], [-0.617449, -0.385297, -2.010083], [0.122678, 1.198483, -2.173130], [-0.295158, -1.516767, 0.434332], [-1.859651, -0.817147, 0.007174], [-1.129171, -0.444633, 1.564345], [-4.966200, 1.670031, 2.115224], [-5.299288, 2.428358, 0.548709], [-3.633267, 2.141360, 1.027182]], "forces_ev_per_angstrom": [[-0.2, 0.1, -0.1], [0.1, -0.5, 0.3], [0.1, 0.4, -0.6], [0.1, 0.3, 0.1], [-0.3, -0.3, 0.4], [0.1, -0.1, 0.1], [0.1, -0.5, -1.9], [-0.1, 1.1, 1.5], [0.1, -0.5, -0.3], [0.0, 0.1, 0.3], [0.0, 0.0, 0.0], [0.1, 0.2, 0.0], [0.2, 0.0, 0.1], [-0.2, 0.0, 0.1], [-0.1, 0.2, -0.1], [0.0, -0.1, 0.0], [0.1, -0.2, 0.0], [-0.2, 0.3, 0.0], [0.1, -0.1, 0.0], [0.2, -0.1, 0.1], [0.1, 0.0, 0.1], [0.1, 0.1, 0.0], [-0.1, 0.1, -0.1], [-0.2, 0.2, -0.1], [0.1, -0.1, 0.0], [-0.1, -0.2, -0.3], [0.0, 0.2, -0.1], [0.1, -0.2, -0.3], [0.0, 0.0, 0.1], [-0.2, 0.1, 0.7], [0.0, 0.0, 0.1], [0.1, 0.0, 0.0], [0.0, -0.1, 0.0], [0.0, 0.0, -0.2], [0.0, 0.1, 0.1], [0.0, -0.2, -0.2], [0.1, 0.0, -0.1], [0.0, 0.0, 0.0], [0.0, 0.1, 0.0], [0.0, 0.0, 0.0], [0.0, 0.0, 0.1], [0.0, -0.1, 0.0], [0.0, 0.0, 0.0], [0.0, 0.1, 0.0], [0.0, 0.1, 0.0], [0.0, 0.0, 0.1], [0.0, 0.0, 0.0], [0.1, 0.0, 0.1], [-0.1, 0.0, -0.1], [0.0, -0.1, -0.1], [-0.1, -0.1, -0.1], [-0.1, 0.0, 0.0], [0.0, -0.1, 0.0], [0.0, -0.1, 0.0], [0.0, 0.1, 0.0], [-0.1, 0.0, -0.1], [0.1, -0.1, 0.0], [-0.1, 0.0, 0.0], [0.0, 0.0, 0.2], [0.0, 0.0, 0.1], [0.0, 0.1, 0.0], [-0.1, 0.1, 0.0]]}